[1]
Density functional theory data (ωB97M-V/def2-TZVPD) for a structure of composition C36H41N3O4P2RuS2 at a distorted geometry.

Element x y z (Å)
Ru  0.12153  -0.29076  -0.20989
C  4.47665  -3.51891  2.44379
C  4.29534  -2.17747  2.74395
C  3.05415  -1.58519  2.56241
C  1.98143  -2.32532  2.07051
C  2.17410  -3.67149  1.77671
C  3.41118  -4.26710  1.96249
P  0.42605  -1.45300  1.70684
C  -0.88942  -2.60583  2.25312
C  -2.21585  -2.33406  1.91969
C  -3.24438  -3.12291  2.41298
C  -2.96519  -4.19278  3.24845
C  -1.65255  -4.45668  3.61313
C  -0.62379  -3.66503  3.12654
C  0.30371  -0.18518  2.97605
C  0.58057  -0.30582  4.31237
C  0.25992  0.74989  5.18685
C  -0.36625  1.86911  4.70891
C  -0.68329  2.00248  3.33716
C  -1.36477  3.13253  2.82286
C  -1.65022  3.20853  1.49091
C  -1.23754  2.19322  0.60553
C  -0.56407  1.06863  1.03750
C  -0.31289  0.96569  2.45160
H  5.44119  -3.98490  2.59477
H  5.12092  -1.59001  3.12408
H  2.93073  -0.53421  2.79152
H  1.35199  -4.27429  1.41118
H  3.54242  -5.31775  1.73835
H  -2.45592  -1.48970  1.28981
H  -4.26819  -2.89746  2.14609
H  -3.76811  -4.81054  3.62772
H  -1.42794  -5.27270  4.28669
H  0.38778  -3.86889  3.44735
H  1.03415  -1.20799  4.70511
H  0.49139  0.66266  6.23955
H  -0.63564  2.67283  5.38309
H  -1.65712  3.92548  3.49961
H  -2.17469  4.07001  1.09787
H  -1.42355  2.32797  -0.44602
C  -0.46471  1.09591  -4.69463
P  -0.72021  1.77527  -3.05700
C  -2.49899  1.95195  -2.88160
C  -0.06252  3.44187  -3.06606
O  -0.02756  0.93286  -2.01427
H  -0.88960  1.74645  -5.45858
H  -0.94121  0.11666  -4.75094
H  0.60343  0.97909  -4.88140
H  -2.89495  2.50415  -3.73509
H  -2.74715  2.49873  -1.97166
H  -2.96700  0.97078  -2.84736
H  -0.41475  3.98875  -3.94114
H  1.02708  3.40977  -3.06583
H  -0.37495  3.96635  -2.16362
S  -1.71577  -1.46718  -1.35562
C  -0.38202  -2.45741  -1.73631
N  -0.07920  -3.60092  -1.14573
C  1.20891  -4.20230  -1.51789
C  1.49517  -3.70073  -2.92662
S  0.67833  -2.08136  -3.03564
H  -0.56516  -3.84223  -0.28951
H  1.13046  -5.28718  -1.47887
H  1.97573  -3.85307  -0.82968
H  1.06724  -4.33943  -3.69776
H  2.56223  -3.58643  -3.09746
C  4.07836  2.16034  1.92385
C  4.13530  3.03288  0.67742
C  3.71811  2.30716  -0.62417
C  3.76400  3.28034  -1.81359
C  3.40824  2.60950  -3.13571
C  4.71636  1.20467  -0.87641
O  5.86523  1.40602  -1.18550
N  4.24315  -0.07991  -0.72607
C  2.94105  -0.45516  -0.49962
O  2.66864  -1.65455  -0.50461
N  1.95951  0.49993  -0.28958
C  2.26959  1.84861  -0.42191
O  1.42578  2.71159  -0.33815
H  4.32331  2.74483  2.81007
H  4.78988  1.33228  1.87258
H  3.07780  1.74549  2.07812
H  5.14527  3.41505  0.51980
H  3.46617  3.88759  0.78266
H  4.76912  3.69899  -1.86405
H  3.07300  4.09250  -1.58711
H  4.16079  1.87079  -3.41587
H  3.35303  3.33382  -3.94780
H  2.44234  2.09475  -3.07114
H  4.89428  -0.83673  -0.88772

The value obtained for the HOMO energy (spin up / spin down) is -10.19 / -10.45 eV. The energy relative to the best compared isomer or geometry (same formula, charge and spin) is 11.4 kcal per mole. The electronic energy is -93487.7351 eV. Its charge is +1. As for the multiplicity: 2. The frontier orbital gap (spin up / spin down) comes out at 6.9 / 6.5 eV.

Atom charges from the Mulliken analysis, given in e for atoms 1 to 2: atom 1 (Ru): -0.96, atom 2 (C): -0.86

=====

[2]
Density functional theory data (ωB97M-V/def2-TZVPD) for a structure of composition C17H27CoN3S2 at a distorted geometry.

Element x y z (Å)
Co  -0.06384  0.31178  -0.10403
S  1.36286  0.52037  -1.81874
S  -1.66212  0.70017  1.40956
C  2.14778  2.16586  -1.64661
C  0.21156  0.82798  -3.21024
C  -0.98084  1.63503  -2.74555
N  -1.59530  0.94473  -1.58462
C  -2.67454  1.73226  -0.93840
C  -3.10323  1.01399  0.32328
H  -0.10092  -0.15562  -3.57257
H  0.77791  1.34092  -3.99158
H  -1.70695  1.75950  -3.56537
H  -0.65528  2.63305  -2.42327
H  -3.53219  1.86659  -1.61779
H  -2.27820  2.72565  -0.68890
H  -3.52658  0.03317  0.08856
H  -3.82529  1.59272  0.90451
C  -1.37066  2.37479  2.09081
H  -1.99926  0.06225  -1.91713
H  -0.99005  3.08327  1.34634
H  -0.62148  2.24456  2.88110
H  -2.30225  2.73870  2.53890
H  2.97298  2.02496  -0.93855
H  1.46519  2.92947  -1.25681
H  2.55747  2.46469  -2.61778
C  -2.19163  -3.73459  -2.03306
C  -1.26095  -4.13165  -1.14825
H  -1.96616  -3.61472  -3.09903
H  -3.23558  -3.56687  -1.74424
H  -0.24038  -4.37973  -1.46389
H  -1.51595  -4.33372  -0.10083
N  0.23025  -1.62466  0.30140
C  1.29577  -1.86000  1.26999
C  1.61492  -3.15307  1.63216
C  2.62810  -3.37257  2.58227
C  3.30896  -2.31129  3.16527
C  3.00846  -0.96233  2.81555
C  3.64002  0.18471  3.35479
C  3.25116  1.44273  2.93748
C  2.23400  1.57981  1.98230
N  1.61895  0.52041  1.45263
C  1.97131  -0.74917  1.83569
H  0.40870  -2.15077  -0.55609
H  -0.63567  -2.04850  0.63373
H  1.08213  -3.99387  1.18226
H  2.86757  -4.39829  2.85291
H  4.08511  -2.51404  3.90245
H  4.43200  0.07227  4.09749
H  3.72819  2.33318  3.34070
H  1.91748  2.56895  1.64229

The value obtained for the HOMO energy (spin up / spin down) is -18.13 / -17.92 eV. The electronic energy is -81806.4081 eV. Its charge is +3. As for the multiplicity: 5. The frontier orbital gap (spin up / spin down) comes out at 8.7 / 4.2 eV.

Atom charges from the Mulliken analysis, given in e for atoms 1 to 2: atom 1 (Co): 0.37, atom 2 (S): 0.11